# 1
# C4H7NO2

An isolated molecule of C4H7NO2 (ωB97M-V/def2-TZVPD, OMol25).

```
! RIJCOSX wB97M-V def2-TZVPD def2/J DEFGRID3
* xyz 0 1
C 0.383 1.583 0.929
C 0.198 0.348 0.067
N 0.749 0.126 -1.069
O 1.433 1.200 -1.594
C -0.874 -0.691 0.331
C -0.769 -2.055 -0.171
O -0.785 -1.789 1.228
H 0.282 2.517 0.362
H -0.341 1.587 1.748
H 1.387 1.599 1.377
H 1.765 0.843 -2.431
H -1.905 -0.333 0.399
H -1.648 -2.509 -0.621
H 0.171 -2.475 -0.516
*
```

Output
- relative energy (zero: lowest compared OMol25 entry of this formula, charge and spin) (eV) = 3.916
- DFT total energy (eV) = -9843.3642
- structure (SMILES) = C/C(=N\O)[C@H]1CO1
- E_HOMO (eV) = -9.75
- max |F| (hartree/bohr) = 0.01782
- E_LUMO (eV) = 0.9

For reference, the natural (NBO) charges in units of e are:
1. C -0.685
2. C 0.181
3. N -0.119
4. O -0.562
5. C 0.017
6. C -0.096
7. O -0.487
8. H 0.241
9. H 0.226
10. H 0.241
11. H 0.480
12. H 0.192
13. H 0.177
14. H 0.195

***

# 2
# C4H7NO2

An isolated molecule of C4H7NO2 (ωB97M-V/def2-TZVPD, OMol25).

```
! RIJCOSX wB97M-V def2-TZVPD def2/J DEFGRID3
* xyz 0 1
C -1.508 -0.919 0.101
C -0.381 -0.222 -0.632
C 0.004 1.165 -0.055
N 1.361 0.976 0.430
C 1.659 -0.401 0.392
O 2.550 -0.959 0.965
O 0.775 -1.039 -0.415
H -1.201 -1.062 1.143
H -1.671 -1.906 -0.339
H -2.441 -0.349 0.078
H -0.568 -0.169 -1.710
H -0.649 1.428 0.786
H -0.057 1.973 -0.790
H 2.072 1.478 -0.084
*
```

Output
- relative energy (zero: lowest compared OMol25 entry of this formula, charge and spin) (eV) = 0.450
- DFT total energy (eV) = -9846.8300
- structure (SMILES) = C[C@H]1CNC(=O)O1
- E_HOMO (eV) = -10.17
- max |F| (hartree/bohr) = 0.01037
- E_LUMO (eV) = 0.7

For reference, the natural (NBO) charges in units of e are:
1. C -0.625
2. C 0.076
3. C -0.248
4. N -0.664
5. C 0.874
6. O -0.563
7. O -0.494
8. H 0.217
9. H 0.226
10. H 0.213
11. H 0.187
12. H 0.196
13. H 0.206
14. H 0.398

***

# 3
# C4H7NO2

An isolated molecule of C4H7NO2 in a non-equilibrium geometry (ωB97M-V/def2-TZVPD, OMol25).

```
! RIJCOSX wB97M-V def2-TZVPD def2/J DEFGRID3
* xyz 0 1
O -1.415 -0.116 1.256
C -1.064 0.069 -0.099
C -0.020 1.356 0.423
O 1.264 0.856 0.767
C 1.815 -0.009 -0.121
N 1.228 -0.820 -0.883
C -0.207 -1.012 -0.826
H -1.279 -1.007 1.544
H -2.051 -0.038 -0.671
H -0.016 1.963 -0.446
H -0.276 1.901 1.367
H 2.904 0.042 -0.101
H -0.527 -1.193 -1.870
H -0.356 -1.992 -0.341
*
```

Output
- relative energy (zero: lowest compared OMol25 entry of this formula, charge and spin) (eV) = 3.491
- DFT total energy (eV) = -9843.7886
- structure (SMILES) = O[C@@H]1CN=COC1
- E_HOMO (eV) = -9.53
- max |F| (hartree/bohr) = 0.04390
- E_LUMO (eV) = 0.9

For reference, the natural (NBO) charges in units of e are:
1. O -0.739
2. C 0.038
3. C -0.044
4. O -0.509
5. C 0.399
6. N -0.481
7. C -0.296
8. H 0.465
9. H 0.192
10. H 0.160
11. H 0.221
12. H 0.170
13. H 0.215
14. H 0.210

***

# 4
# C4H7NO2

A structure of composition C4H7NO2 (ωB97M-V/def2-TZVPD, OMol25).

```
! RIJCOSX wB97M-V def2-TZVPD def2/J DEFGRID3
* xyz 0 1
C -2.398 -0.200 -0.162
C -1.086 0.463 -0.092
N -0.398 1.421 -0.234
O -0.081 -1.061 0.444
C 1.146 -0.817 0.661
C 2.045 0.598 -0.440
O 3.047 1.026 0.070
H -2.584 -0.743 0.765
H -3.175 0.547 -0.336
H -2.383 -0.919 -0.984
H 0.844 0.956 -0.051
H 1.484 -0.398 1.620
H 1.874 -1.466 0.151
H 1.974 0.380 -1.533
*
```

Output
- relative energy (zero: lowest compared OMol25 entry of this formula, charge and spin) (eV) = 5.019
- DFT total energy (eV) = -9842.2612
- E_HOMO (eV) = -9.09
- max |F| (hartree/bohr) = 0.01691
- E_LUMO (eV) = -0.1

For reference, the natural (NBO) charges in units of e are:
1. C -0.698
2. C 0.490
3. N -0.487
4. O -0.618
5. C 0.091
6. C 0.215
7. O -0.498
8. H 0.260
9. H 0.247
10. H 0.258
11. H 0.283
12. H 0.159
13. H 0.179
14. H 0.119